Record 1
Entry from the Open Molecules 2025 dataset: a structure of composition C43H49CuGeN2O3S (ωB97M-V/def2-TZVPD).

```
100
Properties=species:S:1:pos:R:3:lowdin_spin:R:1
Cu -0.187 0.820 0.539 0.4136
C 2.032 0.785 0.133 0.0351
C 1.797 0.156 1.411 0.1612
C 1.255 1.124 2.303 0.0066
C 1.110 2.325 1.585 0.1331
C 1.605 2.112 0.233 0.0684
C 1.585 3.160 -0.835 0.0080
C 0.549 3.620 2.075 0.0201
C 0.932 0.865 3.743 -0.0053
C 2.169 -1.242 1.782 0.0232
C 2.606 0.082 -1.059 0.0013
H 2.270 3.981 -0.602 0.0030
H 0.584 3.579 -0.951 0.0021
H 1.872 2.743 -1.799 -0.0002
H 1.343 4.347 2.275 0.0081
H -0.021 3.485 2.994 0.0002
H -0.123 4.050 1.331 0.0035
H 0.241 1.609 4.139 -0.0003
H 1.832 0.885 4.366 -0.0015
H 0.471 -0.116 3.871 -0.0007
H 2.913 -1.237 2.585 0.0080
H 2.595 -1.775 0.933 -0.0003
H 1.310 -1.823 2.124 0.0058
H 3.670 -0.133 -0.914 0.0010
H 2.508 0.689 -1.958 -0.0002
H 2.091 -0.865 -1.241 0.0004
C -3.181 -5.866 -2.252 0.0000
C -2.446 -5.852 -0.908 0.0001
N -2.837 -4.784 -0.009 0.0012
C -4.112 -4.954 0.659 0.0001
C -4.028 -5.945 1.814 0.0000
C -1.475 -2.785 0.576 0.0061
S -1.304 -1.040 -0.190 0.0425
N -0.298 -3.531 0.768 0.0004
C 0.615 -3.443 -0.174 0.0002
O 0.594 -2.703 -1.190 0.0004
C 1.838 -4.312 0.039 0.0000
C 2.888 -4.235 -0.869 0.0000
C 4.030 -5.005 -0.695 0.0000
C 4.131 -5.864 0.391 0.0000
C 3.082 -5.949 1.300 0.0000
C 1.943 -5.177 1.124 0.0000
H -2.847 -6.706 -2.864 0.0000
H -2.987 -4.949 -2.812 0.0000
H -4.261 -5.957 -2.116 0.0000
H -1.370 -5.766 -1.076 0.0000
H -2.601 -6.807 -0.399 0.0000
H -4.913 -5.268 -0.031 0.0000
H -4.413 -3.982 1.053 0.0000
H -3.751 -6.943 1.471 0.0000
H -4.991 -6.024 2.325 0.0000
H -3.272 -5.618 2.530 0.0000
H 2.782 -3.558 -1.707 0.0000
H 4.844 -4.934 -1.407 0.0000
H 5.021 -6.465 0.530 0.0000
H 3.155 -6.619 2.148 0.0000
H 1.115 -5.221 1.820 0.0000
O -1.658 1.732 -1.961 -0.0002
C -2.249 2.010 -0.923 0.0026
O -1.724 2.045 0.255 0.0410
C -3.741 2.376 -0.984 0.0022
C -4.539 1.465 -1.927 0.0008
Ge -5.272 -0.196 -1.179 0.0002
C -3.917 -1.361 -0.438 0.0025
C -3.668 -2.605 -0.849 0.0013
C -2.462 -3.446 -0.452 0.0028
C -2.195 -2.513 1.873 0.0003
C -2.967 -1.439 1.864 -0.0003
C -2.951 -0.714 0.539 0.0008
C -6.249 -1.155 -2.576 0.0001
C -5.574 -1.590 -3.718 0.0000
C -6.235 -2.299 -4.711 0.0000
C -7.587 -2.584 -4.577 0.0000
C -8.272 -2.159 -3.448 0.0000
C -7.605 -1.451 -2.456 0.0000
C -6.511 0.248 0.275 0.0001
C -6.688 -0.647 1.330 0.0000
C -7.567 -0.365 2.368 0.0000
C -8.284 0.824 2.365 0.0000
C -8.117 1.727 1.325 0.0000
C -7.237 1.438 0.290 0.0000
H -3.783 3.404 -1.357 -0.0001
H -4.149 2.392 0.028 0.0000
H -3.904 1.208 -2.777 0.0000
H -5.406 1.998 -2.332 0.0002
H -4.334 -3.084 -1.564 0.0000
H -1.856 -3.549 -1.359 0.0001
H -2.081 -3.215 2.687 0.0000
H -3.607 -1.114 2.676 0.0000
H -3.110 0.353 0.653 -0.0001
H -4.515 -1.382 -3.830 0.0000
H -5.693 -2.633 -5.588 0.0000
H -8.104 -3.139 -5.350 0.0000
H -9.327 -2.381 -3.337 0.0000
H -8.149 -1.129 -1.574 0.0000
H -6.123 -1.574 1.343 0.0000
H -7.688 -1.070 3.181 0.0000
H -8.967 1.048 3.175 0.0000
H -8.670 2.658 1.321 0.0000
H -7.111 2.157 -0.512 0.0000
```

Output
Electronic energy in a.u.: -6118.8314
F_max in eV/Å: 0.24
E_LUMO (alpha / beta) in eV: 2.5 / 2.3
⟨S²⟩: 0.759
Charge: -1
HOMO-LUMO gap (alpha / beta) in eV: 6.94 / 7.09
Highest occupied orbital energy (alpha / beta) in hartree: -0.16403 / -0.17764
Multiplicity: 2


Record 2
Entry from the Open Molecules 2025 dataset: a structure of composition C43H49N3O4P2PrS2 (ωB97M-V/def2-TZVPD).

```
104
Properties=species:S:1:pos:R:3:lowdin_spin:R:1
Pr 0.556 -0.221 -0.542 2.0434
C -2.438 -0.966 -3.219 0.0002
N -2.552 -2.346 -2.767 0.0000
C -1.914 -3.317 -3.647 0.0000
C -0.976 -4.290 -2.874 0.0000
C -0.224 -3.677 -1.724 0.0001
N 0.499 -2.493 -2.211 -0.0014
C 1.431 -2.815 -3.024 -0.0001
C 2.196 -1.877 -3.810 0.0001
C 2.847 -2.459 -4.899 0.0000
C 3.344 -1.615 -5.867 0.0001
C 3.103 -0.172 -5.807 0.0000
C 2.504 0.427 -4.751 -0.0001
C 1.941 -0.450 -3.754 0.0002
O 1.440 0.065 -2.683 -0.0024
C -3.864 -2.627 -2.347 0.0000
C -4.002 -3.253 -0.958 0.0000
C -3.519 -2.431 0.251 0.0000
N -2.196 -2.854 0.648 0.0005
C -1.925 -3.038 1.897 0.0002
C -0.579 -3.356 2.392 0.0005
C -0.482 -4.035 3.605 -0.0001
C 0.723 -4.424 4.093 0.0009
C 1.907 -4.107 3.400 -0.0002
C 1.837 -3.281 2.270 0.0004
C 0.574 -2.873 1.719 0.0000
O 0.521 -2.164 0.662 -0.0002
H -3.067 -0.772 -4.132 0.0000
H -1.333 -0.752 -3.318 0.0000
H -2.651 -0.261 -2.410 0.0001
H -1.319 -2.863 -4.412 0.0000
H -2.737 -3.834 -4.104 0.0000
H -0.216 -4.623 -3.594 0.0000
H -1.527 -5.160 -2.458 0.0000
H 0.508 -4.345 -1.295 0.0000
H -0.906 -3.407 -0.980 0.0000
H 1.774 -3.882 -3.012 -0.0001
H 3.033 -3.495 -4.876 0.0000
H 3.720 -2.021 -6.752 0.0000
H 3.438 0.491 -6.618 0.0000
H 2.276 1.471 -4.599 0.0000
H -4.451 -3.359 -2.982 0.0000
H -4.446 -1.701 -2.281 0.0000
H -3.390 -4.191 -0.881 0.0000
H -5.045 -3.388 -0.858 0.0000
H -4.225 -2.615 1.116 0.0000
H -3.505 -1.372 0.050 0.0000
H -2.691 -3.110 2.694 0.0000
H -1.413 -4.090 4.093 0.0000
H 0.763 -4.944 5.053 0.0001
H 2.855 -4.391 3.723 0.0000
H 2.726 -3.000 1.766 0.0000
C 2.089 4.266 -4.168 0.0006
C 2.517 3.501 -2.934 0.0026
O 1.911 4.066 -1.765 0.0144
P 0.637 3.198 -1.037 0.0548
S 3.219 0.692 -0.169 0.0527
S -0.965 4.403 -1.244 0.0155
O 3.388 2.506 1.859 0.0030
C 3.200 4.844 1.514 0.0027
C 3.490 5.915 0.517 0.0001
H 2.661 3.865 -5.038 0.0002
H 2.327 5.296 -4.155 0.0000
H 0.981 4.144 -4.225 0.0000
H 3.646 3.508 -2.738 0.0002
H 2.161 2.476 -2.985 0.0003
H 4.087 4.553 2.109 0.0008
H 2.570 5.197 2.310 0.0002
H 4.310 5.552 -0.100 0.0000
H 3.911 6.746 1.167 0.0000
H 2.654 6.265 -0.053 0.0001
C 2.780 3.523 0.955 0.0071
C 1.253 3.529 0.828 0.0716
C 0.511 2.577 1.654 0.3666
C 0.695 1.269 2.214 0.0394
C 1.882 0.589 2.134 0.2511
C 3.223 1.121 1.628 0.0144
P -0.620 0.151 2.819 -0.0066
C -0.945 0.878 4.511 -0.0037
C -1.208 -0.013 5.570 -0.0006
C -1.298 0.439 6.840 0.0001
C -1.171 1.760 7.155 -0.0002
C -0.905 2.612 6.092 0.0005
C -0.928 2.228 4.787 0.0037
C -2.085 0.772 1.781 0.0053
C -3.340 1.061 2.452 -0.0003
C -4.330 1.620 1.660 0.0051
C -4.074 1.774 0.246 -0.0005
C -2.893 1.437 -0.305 0.0036
C -1.810 0.847 0.421 0.0052
H 3.256 3.362 0.003 0.0002
H 0.814 4.527 0.930 0.0092
H -0.497 2.931 1.823 0.0148
H 1.993 -0.386 2.530 0.0152
H 4.006 0.635 2.205 0.0035
H -1.324 -1.051 5.355 -0.0001
H -1.486 -0.320 7.531 0.0000
H -1.188 1.991 8.168 0.0000
H -0.803 3.676 6.273 0.0000
H -0.822 2.911 3.933 0.0044
H -3.553 0.958 3.514 -0.0002
H -5.286 1.773 2.088 0.0005
H -4.879 2.237 -0.352 -0.0002
H -2.687 1.851 -1.296 0.0002
```

Output
Electronic energy in a.u.: -4129.2641
F_max in eV/Å: 3.28
E_LUMO (alpha / beta) in eV: 4.2 / 4.2
⟨S²⟩: 3.776
Charge: -2
HOMO-LUMO gap (alpha / beta) in eV: 5.37 / 5.84
Highest occupied orbital energy (alpha / beta) in hartree: -0.04190 / -0.05922
Multiplicity: 4


Record 3
Entry from the Open Molecules 2025 dataset: a structure of composition C43H50CrGe3N5O2S2Se (ωB97M-V/def2-TZVPD).

```
107
Properties=species:S:1:pos:R:3:lowdin_charge:R:1
Cr 0.310 -0.198 -0.419 -0.1543
C 0.949 3.315 2.619 -0.0574
Ge -1.068 0.919 3.592 0.9664
C -0.949 1.100 5.501 -0.2181
C -2.603 1.917 2.987 -0.2456
Ge 0.203 -0.545 2.086 0.8198
C -0.850 -2.023 2.890 -0.3720
C -2.117 -1.814 3.439 -0.1865
C -2.802 -2.813 4.119 -0.0604
C -2.230 -4.069 4.239 -0.0553
C -0.973 -4.304 3.698 -0.0602
C -0.289 -3.293 3.037 -0.1103
C 1.916 -0.729 3.044 -0.3983
C 2.829 -1.671 2.564 -0.1730
C 4.050 -1.873 3.187 -0.0611
C 4.393 -1.122 4.301 -0.0553
C 3.508 -0.173 4.784 -0.0620
C 2.284 0.018 4.158 -0.1521
H 0.582 3.953 3.424 0.1083
H 0.100 2.819 2.139 0.0117
H 1.619 2.560 3.023 0.0624
H -0.754 2.150 5.729 0.0445
H -0.183 0.475 5.946 0.0299
H -1.925 0.852 5.920 0.0464
H -2.539 2.940 3.361 0.0417
H -3.501 1.481 3.432 0.0434
H -2.689 1.925 1.902 -0.0103
H -2.632 -0.854 3.316 0.0615
H -3.772 -2.614 4.552 0.1167
H -2.752 -4.854 4.767 0.1181
H -0.511 -5.274 3.826 0.1140
H 0.717 -3.486 2.687 0.0953
H 2.604 -2.250 1.670 0.0814
H 4.739 -2.611 2.800 0.1132
H 5.347 -1.271 4.784 0.1161
H 3.772 0.423 5.645 0.1143
H 1.628 0.779 4.565 0.0567
N 0.463 -0.336 -2.411 -0.4621
S -0.663 -0.933 -3.425 1.0897
C -0.551 0.043 -4.910 -0.3903
C 0.245 1.173 -4.960 -0.0817
C 0.272 1.917 -6.134 -0.0459
C -0.488 1.527 -7.224 -0.0389
C -1.291 0.395 -7.152 -0.0388
C -1.331 -0.356 -5.991 -0.0680
C -0.123 -2.522 -3.996 -0.4004
C 1.082 -2.696 -4.666 -0.0418
C 1.457 -3.972 -5.045 -0.0327
C 0.622 -5.054 -4.779 -0.0496
C -0.591 -4.865 -4.129 -0.0783
C -0.965 -3.589 -3.725 -0.1022
H 1.370 -0.264 -2.885 0.0105
H 0.826 1.479 -4.103 0.0721
H 0.890 2.800 -6.194 0.1181
H -0.460 2.106 -8.134 0.1215
H -1.886 0.097 -8.002 0.1223
H -1.954 -1.237 -5.934 0.1194
H 1.709 -1.849 -4.908 0.1279
H 2.385 -4.125 -5.573 0.1237
H 0.905 -6.041 -5.115 0.1207
H -1.266 -5.698 -3.986 0.1198
H -1.924 -3.412 -3.254 0.1185
Se 2.617 0.038 -0.523 0.8538
C 3.287 0.958 0.942 -0.6491
N 3.672 1.564 1.841 0.1728
N -2.999 -1.774 0.495 0.1540
C -3.236 -0.553 0.061 -0.7999
N -4.468 -0.050 0.160 0.1326
S -2.044 0.451 -0.658 0.7270
H -3.717 -2.351 0.907 0.1368
H -2.068 -2.161 0.345 0.0607
H -5.256 -0.611 0.444 0.1305
H -4.642 0.883 -0.174 0.1111
Ge 0.541 2.395 -0.691 0.8920
C 1.930 3.483 0.275 -0.2408
C 1.681 4.158 1.562 -0.3496
C 2.782 4.951 2.124 0.0571
C 3.937 5.162 1.441 -0.0027
C 4.079 4.558 0.183 0.0634
C 3.096 3.746 -0.395 -0.0974
C -1.060 3.501 -0.727 -0.3945
C -1.656 3.650 -1.981 -0.1366
C -2.787 4.434 -2.139 -0.0550
C -3.346 5.074 -1.044 -0.0532
C -2.766 4.935 0.208 -0.0612
C -1.633 4.149 0.364 -0.1343
H 1.102 2.556 -2.118 -0.0057
H 0.962 4.948 1.243 0.1995
H 2.627 5.405 3.095 0.1449
H 4.730 5.771 1.847 0.1328
H 5.001 4.722 -0.364 0.1400
H 3.287 3.305 -1.364 0.1079
H -1.226 3.168 -2.852 0.0907
H -3.225 4.555 -3.118 0.1159
H -4.224 5.691 -1.167 0.1174
H -3.189 5.449 1.059 0.1143
H -1.212 4.060 1.357 0.0686
N 0.916 -5.455 -0.929 0.2039
C -0.194 -4.533 -0.530 -0.0246
C 0.384 -3.119 -0.658 -0.6515
O -0.419 -2.186 -0.359 -0.2078
O 1.542 -3.017 -1.015 0.0242
H 1.214 -6.085 -0.179 0.1791
H 1.697 -4.782 -1.173 0.1552
H 0.685 -6.013 -1.755 0.1591
H -0.520 -4.738 0.491 0.1314
H -1.029 -4.669 -1.215 0.1238
```

Output
Electronic energy in a.u.: -12564.8716
F_max in eV/Å: 1.01
E_LUMO (alpha / beta) in eV: -8.7 / -8.7
Charge: +3
HOMO-LUMO gap (alpha / beta) in eV: 6.21 / 6.19
Highest occupied orbital energy (alpha / beta) in hartree: -0.54815 / -0.54816


Record 4
Entry from the Open Molecules 2025 dataset: a cluster of 3 separate species, C43H50O5P in total (ωB97M-V/def2-TZVPD).

```
99
Properties=species:S:1:pos:R:3:lowdin_charge:R:1
C -1.696 -5.193 2.464 -0.1128
C -0.172 -4.985 2.626 -0.2712
C 0.319 -5.273 4.069 -0.2280
C 1.856 -5.357 4.194 -0.1984
C 2.609 -4.015 4.380 -0.1931
C 1.752 -2.731 4.385 -0.2201
C 2.527 -1.525 3.801 -0.2021
C 1.809 -0.173 4.042 -0.1833
C 1.598 0.741 2.807 -0.2285
C 2.871 1.283 2.113 -0.2090
C 3.618 0.321 1.150 -0.2237
C 3.950 0.940 -0.225 -0.2343
C 3.042 0.367 -1.339 -0.3072
P 1.282 0.504 -0.885 1.1290
C 0.316 1.475 -2.107 -0.3471
O 0.708 2.810 -1.893 -0.2545
C -0.364 3.749 -1.721 -0.0648
H -1.997 -6.152 2.924 0.0746
H -2.264 -4.387 2.960 0.0695
H -1.983 -5.236 1.403 0.0658
H 0.374 -5.643 1.925 0.1066
H 0.083 -3.949 2.335 0.0831
H -0.104 -6.249 4.372 0.1123
H -0.097 -4.525 4.766 0.1100
H 2.118 -6.030 5.030 0.1064
H 2.241 -5.860 3.288 0.1040
H 3.378 -3.920 3.588 0.1048
H 3.181 -4.043 5.326 0.1123
H 1.430 -2.482 5.412 0.1236
H 0.826 -2.859 3.799 0.0799
H 2.656 -1.725 2.721 0.0930
H 3.543 -1.510 4.230 0.1173
H 0.819 -0.364 4.494 0.1010
H 2.374 0.413 4.793 0.1180
H 0.955 0.202 2.074 0.0657
H 1.008 1.613 3.143 0.1187
H 2.583 2.187 1.536 0.0963
H 3.573 1.644 2.886 0.1249
H 3.010 -0.588 0.978 0.0832
H 4.551 -0.036 1.617 0.1237
H 3.861 2.038 -0.202 0.1161
H 4.988 0.695 -0.506 0.1213
H 3.253 -0.704 -1.495 0.1057
H 3.167 0.888 -2.305 0.1034
H 0.735 -0.780 -0.698 0.0487
H 1.163 1.160 0.350 0.0317
H -0.766 1.288 -1.990 0.1085
H 0.632 1.142 -3.116 0.1148
H 0.026 4.729 -2.033 0.1026
H -1.223 3.486 -2.361 0.1015
H -0.665 3.798 -0.662 0.0876
C 3.354 3.186 -6.685 -0.0548
C 2.339 3.541 -5.800 -0.0651
C 1.042 3.106 -6.023 -0.0183
C 0.755 2.307 -7.124 -0.0867
C 1.768 1.962 -8.015 -0.0784
C 3.069 2.401 -7.791 0.0056
C 1.477 1.134 -9.223 -0.2767
O 2.362 0.821 -9.988 0.1181
C 0.067 0.715 -9.450 -0.0824
C -0.241 -0.016 -10.592 0.0057
C -1.545 -0.428 -10.820 -0.0463
C -2.546 -0.117 -9.907 -0.0496
C -2.246 0.611 -8.766 0.0005
C -0.941 1.033 -8.536 -0.0876
C -0.643 1.823 -7.314 -0.2810
O -1.497 2.059 -6.482 0.0913
H 4.366 3.532 -6.516 0.1093
H 2.561 4.168 -4.945 0.1040
H 0.238 3.380 -5.352 0.1108
H 3.844 2.123 -8.493 0.1240
H 0.549 -0.254 -11.292 0.1235
H -1.783 -0.992 -11.712 0.1119
H -3.563 -0.441 -10.087 0.1108
H -3.015 0.864 -8.049 0.1203
C -1.762 0.420 1.319 -0.0899
C -2.410 1.628 1.081 -0.0599
C -3.189 2.200 2.073 0.0112
C -3.309 1.570 3.308 -0.0684
C -2.656 0.362 3.542 -0.0706
C -1.890 -0.219 2.540 -0.0079
C -2.751 -0.325 4.865 -0.2758
O -2.130 -1.346 5.071 0.1014
C -3.616 0.293 5.903 -0.0843
C -3.765 -0.353 7.126 0.0054
C -4.559 0.211 8.112 -0.0452
C -5.202 1.423 7.884 -0.0442
C -5.057 2.072 6.668 0.0068
C -4.267 1.508 5.672 -0.0831
C -4.132 2.219 4.374 -0.2746
O -4.665 3.288 4.171 0.1187
H -1.149 -0.037 0.552 0.0620
H -2.321 2.119 0.118 0.0889
H -3.707 3.136 1.910 0.1252
H -1.387 -1.156 2.742 0.1166
H -3.256 -1.293 7.291 0.1225
H -4.678 -0.294 9.062 0.1122
H -5.819 1.862 8.658 0.1127
H -5.551 3.015 6.477 0.1238
```

Output
Electronic energy in a.u.: -2385.8439
F_max in eV/Å: 0.52
E_LUMO in eV: -3.0
Charge: +1
HOMO-LUMO gap in eV: 8.54
Highest occupied orbital energy in hartree: -0.42480